Version one
DFT (the ωB97M-V functional and the def2-TZVPD basis) results for a cluster of 14 separate species, H28O14 in total.

Summary:
highest occupied orbital energy (alpha / beta)	-0.4 / -7.7	eV
frontier orbital gap (alpha / beta)	2.74 / 10.06	eV
2S+1	2
charge	-1

CARTESIAN COORDINATES (ANGSTROEM)
H  1.2310  2.2085  -0.3866
H  1.5069  -1.0809  -3.1193
O  2.9950  -1.9296  -0.2542
H  2.4059  -2.0426  2.6584
O  -0.7951  -2.0845  2.4164
O  1.2911  2.9167  -1.0278
H  2.5160  -2.0032  -1.0796
H  0.0866  -1.7604  2.6003
H  -0.2518  3.9017  0.5337
H  -0.7800  -2.3059  1.4853
H  -2.6542  -1.7602  -0.1000
H  0.2191  -1.1224  -2.3245
O  0.2425  1.1207  2.9560
H  -1.8640  -1.5212  -3.4357
H  -2.0400  -0.7289  2.4545
O  -2.7869  1.8014  0.2929
H  -3.6297  2.2548  0.2767
H  -2.9510  1.0079  0.8023
O  1.8088  -1.5058  2.1373
H  -1.4147  1.4000  -2.3558
O  1.1675  -1.0390  -2.2253
H  1.7203  2.5188  -1.7853
O  -2.9062  -0.3914  2.6825
O  -1.7068  -1.8807  -0.1644
H  0.9457  0.5006  2.7632
H  -2.7996  -0.0326  3.5635
H  -2.6455  1.8749  -3.0984
H  -1.5896  -2.8280  -0.2349
O  -1.7665  2.1490  -2.8369
H  3.5543  -2.7060  -0.2312
H  -1.6197  -1.5647  -1.9423
H  4.9971  0.2552  -1.1568
H  -1.2299  2.7668  0.7505
H  0.1980  1.6815  2.1815
H  -0.4719  -0.1154  0.0103
O  0.2721  0.4247  -0.2561
O  4.2081  0.7652  -0.9735
H  2.1849  -1.5139  1.2571
H  3.6588  0.1788  -0.4532
O  -0.7185  3.4255  1.2204
O  -1.3538  -1.1069  -2.7398
H  0.7657  -0.1284  -0.8616

natural (NBO) population analysis, charges in e, atoms 1 to 6:
1. H 0.49
2. H 0.48
3. O -1.04
4. H 0.47
5. O -1.00
6. O -0.97

Version two
DFT (the ωB97M-V functional and the def2-TZVPD basis) results for a cluster of 14 separate species, H28O14 in total.

Summary:
highest occupied orbital energy (alpha / beta)	0.0 / -8.1	eV
frontier orbital gap (alpha / beta)	2.66 / 10.64	eV
2S+1	2
charge	-1

CARTESIAN COORDINATES (ANGSTROEM)
O  2.7802  -1.6292  4.4137
O  0.0645  3.9170  1.3242
H  3.5978  -0.8459  -2.3818
O  3.2794  -1.0391  -3.2687
H  -3.4972  -1.9261  -3.1694
H  1.5163  0.8032  -0.0466
O  0.8057  -2.0326  -1.0797
H  -3.2607  0.4741  -0.1556
H  2.6021  -1.1700  3.5690
H  2.6081  3.1755  0.6339
H  1.0945  -3.0370  -1.1190
H  -0.8013  3.7284  1.1565
H  2.5340  -1.6374  -3.1342
H  -3.1523  -1.8294  -1.6374
O  -1.5217  1.6652  1.0334
O  -0.9469  -1.0605  0.6712
H  -3.9984  1.0837  -1.3877
H  1.6336  -2.0523  0.9952
O  2.9722  3.5868  1.5020
H  -0.3679  -0.4000  -4.2406
H  0.2204  3.8630  2.1923
O  -3.5219  0.2811  -1.1240
H  0.2168  -1.9928  -1.9033
O  -0.6797  -0.1577  -3.4334
O  -2.8581  -2.2283  -2.5173
H  2.3981  3.3557  2.1907
O  2.3148  -1.5460  1.4843
H  1.4418  3.0163  -1.1567
H  0.3277  2.5884  -1.8640
O  1.1952  2.2121  -1.5698
H  -1.4981  -0.5675  -3.1522
H  2.2025  -0.7072  1.7717
H  -1.9647  0.9735  0.6710
H  1.3204  1.9269  0.7758
O  1.6663  0.9864  0.7905
H  -3.7298  -3.2151  1.8604
H  -2.9780  -2.6414  3.0925
H  -0.8721  1.2741  1.5392
H  -0.6676  -1.2312  -0.2673
H  2.9572  -2.3810  3.9271
H  -1.8811  -1.1801  0.7052
O  -3.5520  -2.4037  2.3090

natural (NBO) population analysis, charges in e, atoms 1 to 6:
1. O -0.94
2. O -0.95
3. H 0.47
4. O -0.95
5. H 0.45
6. H 0.48

Stability, descending: version one, version two

Version one
DFT (the ωB97M-V functional and the def2-TZVPD basis) results for the ion C3H9N2S with charge +1.

Summary:
highest occupied orbital energy	-13.5	eV
structure (SMILES)	CC(=[NH2+])[C@H](N)S
frontier orbital gap	9.00	eV
charge	+1

CARTESIAN COORDINATES (ANGSTROEM)
H  1.0810  0.2213  1.8028
H  -1.5319  -1.1280  -1.2259
S  2.1399  -0.5881  -0.2056
N  -0.4407  -1.7462  0.7710
H  0.0805  -2.1315  1.4906
C  0.7220  0.3626  0.8654
H  -1.9474  0.4371  -0.3981
H  2.5807  0.4653  -0.8439
N  0.6444  1.6905  0.5239
C  -1.1140  -0.2034  -0.8602
H  -1.2842  -2.3256  0.5758
H  1.1178  2.4059  1.2173
H  0.4899  1.9263  -0.4052
H  -0.5759  0.3527  -1.7346
C  -0.2871  -0.5675  0.2927

natural (NBO) population analysis, charges in e, atoms 1 to 6:
1. H 0.25
2. H 0.25
3. S -0.08
4. N -0.66
5. H 0.42
6. C -0.10

Version two
DFT (the ωB97M-V functional and the def2-TZVPD basis) results for a cluster of 2 separate species, C3H9N2S in total.

Summary:
highest occupied orbital energy	-14.2	eV
frontier orbital gap	9.99	eV
charge	+1

CARTESIAN COORDINATES (ANGSTROEM)
C  0.9324  -0.4213  -0.0684
C  -1.5533  1.2831  0.6635
H  1.5566  -1.5978  1.5607
H  0.8471  0.2740  -2.2087
H  1.0499  -2.4077  0.1537
H  -2.0958  1.9643  0.0212
H  -0.6023  1.8017  1.0622
C  1.4145  -0.1703  -1.4384
N  -1.2265  -0.0417  0.0801
H  -1.5336  -0.1758  -0.9198
H  -1.8333  -0.6857  0.6176
H  2.4481  -0.5885  -1.5337
N  1.1852  -1.5672  0.5879
S  1.5618  1.1523  -0.1000
H  -2.1507  1.1806  1.5220

natural (NBO) population analysis, charges in e, atoms 1 to 6:
1. C 0.21
2. C -0.43
3. H 0.43
4. H 0.26
5. H 0.41
6. H 0.23

Stability, descending: version one, version two

Version one
DFT (the ωB97M-V functional and the def2-TZVPD basis) results for the ion C2H4N3 with charge +1.

Summary:
highest occupied orbital energy	-16.7	eV
structure (SMILES)	[H]/N=C/N=[N+]=C
frontier orbital gap	10.06	eV
charge	+1

CARTESIAN COORDINATES (ANGSTROEM)
N  -1.2792  0.1805  -0.4536
H  1.1356  -1.6926  -0.8956
C  0.7642  -0.7102  -1.3062
H  1.2156  -0.1099  -1.9580
N  -0.3801  -0.3598  -1.0046
C  -0.8320  0.5574  0.9078
H  -1.7537  0.8044  1.5736
H  0.7413  0.7387  2.0344
N  0.3883  0.5917  1.1022

natural (NBO) population analysis, charges in e, atoms 1 to 6:
1. N 0.03
2. H 0.29
3. C -0.01
4. H 0.26
5. N 0.11
6. C 0.20

Version two
DFT (the ωB97M-V functional and the def2-TZVPD basis) results for a structure of composition C2H4N3.

Summary:
highest occupied orbital energy	-17.0	eV
frontier orbital gap	10.06	eV
charge	+1

CARTESIAN COORDINATES (ANGSTROEM)
C  0.0210  -0.7030  -0.5924
N  0.8401  -0.9405  -2.4858
H  1.5652  0.8534  -2.6149
N  0.1419  -1.5338  -1.4831
H  -0.4281  0.7800  0.7518
H  -1.4608  -0.6652  0.8336
N  1.0392  0.1986  -2.0244
H  0.2128  -0.7192  1.4551
C  -0.4317  -0.3121  0.6596

natural (NBO) population analysis, charges in e, atoms 1 to 6:
1. C 0.75
2. N 0.16
3. H 0.41
4. N -0.24
5. H 0.33
6. H 0.35

Stability, descending: version one, version two